# 1
Molecular formula: C20H28NS2
Method: DFT, ωB97M-V/def2-TZVPD

```
! RIJCOSX wB97M-V def2-TZVPD def2/J DEFGRID3
* xyz 1 1
C 1.11 4.22 1.38
C -0.24 4.25 1.01
C -0.95 3.04 0.89
C -0.26 1.84 1.04
C -0.90 0.52 0.50
C -0.61 0.31 -0.95
C -1.92 0.12 -1.75
C -2.56 -1.18 -1.28
C -1.78 -2.35 -1.84
C -0.29 -2.28 -1.49
C 0.29 -0.93 -1.15
N 1.61 -0.83 -1.30
C 2.46 -2.02 -1.55
C 3.90 -1.51 -1.62
C 3.85 0.01 -1.47
C 2.38 0.41 -1.25
S -0.20 -0.95 1.34
C -1.16 -1.44 2.76
C -2.28 -0.53 3.21
C -3.26 -0.32 2.07
S -2.68 0.81 0.81
C 1.03 1.81 1.55
C 1.74 3.01 1.67
H 1.66 5.16 1.45
H -0.76 5.19 0.82
H -2.03 3.07 0.70
H -0.09 1.18 -1.38
H -1.65 0.06 -2.81
H -2.59 0.98 -1.60
H -3.62 -1.21 -1.54
H -2.50 -1.24 -0.18
H -2.20 -3.30 -1.50
H -1.88 -2.34 -2.94
H -0.05 -3.01 -0.69
H 0.24 -2.61 -2.40
H 2.33 -2.78 -0.75
H 2.18 -2.50 -2.50
H 4.49 -1.97 -0.81
H 4.34 -1.81 -2.57
H 4.46 0.34 -0.63
H 4.22 0.50 -2.38
H 2.04 1.11 -2.03
H 2.25 0.92 -0.28
H -1.55 -2.43 2.49
H -0.41 -1.56 3.54
H -2.81 -1.01 4.02
H -1.89 0.43 3.55
H -3.60 -1.26 1.60
H -4.15 0.22 2.42
H 1.48 0.85 1.86
H 2.78 2.98 1.99
*
```

As for the calculated total energy: -44347.9355 eV. The SMILES is c1ccc(C2([C@@H]3CCCCC3=[N+]3CCCC3)SCCCS2)cc1.

Results of the Löwdin charge analysis, in e, for atoms 1 through 5: number 1, C, carries -0.075; number 2, C, carries -0.050; number 3, C, carries -0.073; number 4, C, carries -0.283; number 5, C, carries -0.736

=====

# 2
Molecular formula: H26O13
Method: DFT, ωB97M-V/def2-TZVPD

```
! RIJCOSX wB97M-V def2-TZVPD def2/J DEFGRID3
* xyz 0 1
O 0.19 3.42 -10.98
H -0.39 3.35 -10.23
H -0.29 3.32 -11.75
O -5.94 2.65 -13.11
H -4.99 2.60 -12.94
H -6.00 3.59 -13.16
O -5.01 1.23 -9.71
H -5.48 1.98 -10.09
H -5.50 0.77 -9.04
O -2.56 1.24 -8.49
H -3.46 1.14 -8.65
H -2.39 0.49 -7.94
O -3.55 1.39 -13.38
H -2.98 2.10 -13.06
H -3.51 0.72 -12.67
O -3.82 6.92 -9.32
H -3.84 6.04 -8.84
H -4.26 7.47 -8.64
O -4.24 4.30 -14.26
H -3.96 3.99 -15.13
H -3.41 4.75 -13.98
O -3.18 3.42 -11.38
H -2.84 2.70 -10.90
H -3.61 3.95 -10.75
O -3.68 4.25 -8.89
H -2.86 3.76 -8.83
H -4.27 3.78 -8.33
O -6.20 3.32 -10.60
H -7.17 3.39 -10.64
H -6.11 3.15 -11.55
O -1.59 0.98 -10.82
H -2.01 0.70 -10.01
H -0.65 0.74 -10.84
O -1.53 5.94 -10.73
H -2.24 6.14 -10.05
H -1.10 6.76 -10.91
O -6.55 5.89 -9.43
H -7.38 5.74 -8.89
H -6.09 5.09 -9.63
*
```

As for the calculated total energy: -27039.4816 eV.

Results of the Löwdin charge analysis, in e, for atoms 1 through 5: number 1, O, carries -0.029; number 2, H, carries 0.017; number 3, H, carries -0.015; number 4, O, carries -0.048; number 5, H, carries -0.006

=====

# 3
Molecular formula: C31H24F5N5NaO6PTe
Method: DFT, ωB97M-V/def2-TZVPD

```
! RIJCOSX wB97M-V def2-TZVPD def2/J DEFGRID3
* xyz -2 1
Na -1.45 0.10 -3.05
O 0.02 5.40 1.59
C -0.67 4.41 1.92
O -1.13 4.08 3.05
C -1.00 3.41 0.79
C -1.79 2.30 1.04
C -1.96 1.35 0.05
N -1.37 1.42 -1.15
C -0.66 2.52 -1.42
C -0.46 3.53 -0.49
C 0.02 2.60 -2.78
O 1.18 3.01 -2.79
O -0.60 2.19 -3.85
H -2.24 2.20 2.02
H -2.58 0.47 0.22
H 0.14 4.39 -0.74
N -4.47 -1.57 -0.48
C -5.15 -0.63 -1.24
C -4.41 -0.47 -2.37
N -3.29 -1.28 -2.31
C -3.36 -1.93 -1.18
C -2.41 -2.97 -0.76
N -1.59 -3.59 -1.57
C -0.92 -4.51 -0.80
C -1.35 -4.45 0.49
N -2.31 -3.46 0.51
H -4.77 -1.93 0.41
H -6.06 -0.17 -0.90
H -4.58 0.19 -3.22
H -0.16 -5.15 -1.23
H -1.06 -4.98 1.38
H -2.70 -3.07 1.34
F -0.93 2.47 -6.17
Te -2.38 1.87 -5.08
F -3.01 2.13 -3.22
F -3.02 1.85 -6.90
F -4.32 1.60 -5.03
F -2.76 3.71 -5.08
O -2.00 0.14 -4.97
O 1.17 -1.27 -0.80
P 1.74 -0.85 0.51
C 1.95 0.92 0.71
C 2.26 1.63 -0.45
C 2.51 2.99 -0.38
C 2.45 3.64 0.84
C 2.14 2.94 2.00
C 1.89 1.58 1.94
C 0.85 -1.39 2.01
C -0.29 -0.68 2.38
C -1.03 -1.06 3.50
C -0.63 -2.16 4.25
C 0.50 -2.88 3.88
C 1.24 -2.49 2.76
C 3.42 -1.52 0.73
C 3.98 -2.23 -0.32
C 5.29 -2.69 -0.23
C 6.04 -2.44 0.91
C 5.48 -1.72 1.97
C 4.17 -1.25 1.87
H 2.25 1.13 -1.42
H 2.69 3.54 -1.30
H 2.59 4.72 0.90
H 2.03 3.47 2.94
H 1.60 1.04 2.84
H -0.59 0.19 1.80
H -1.90 -0.48 3.79
H -1.19 -2.45 5.13
H 0.82 -3.73 4.47
H 2.13 -3.05 2.48
H 3.38 -2.42 -1.20
H 5.73 -3.24 -1.05
H 7.06 -2.79 0.98
H 6.07 -1.51 2.85
H 3.74 -0.68 2.69
*
```

As for the calculated total energy: -86864.0486 eV.

Results of the Löwdin charge analysis, in e, for atoms 1 through 5: number 1, Na, carries 0.311; number 2, O, carries -0.059; number 3, C, carries -0.690; number 4, O, carries -0.079; number 5, C, carries -0.102

=====

> Among the records above, which one has the lowest calculated total energy?

C31H24F5N5NaO6PTe

=====

> Which of these has the highest calculated total energy?

H26O13